Entry 1:
Here is a molecular structure, C4H5NS from the OMol25 dataset. Energies are from the ωB97M-V functional and the def2-TZVPD basis.

CARTESIAN COORDINATES (ANGSTROEM)
C1 -1.045 -1.165 -0.716
C2 1.400 -0.217 -0.456
C3 0.045 -0.391 -0.008
C4 -0.360 0.841 0.835
N1 -0.935 -0.371 -1.626
S1 2.534 0.430 0.488
H1 -1.680 -2.028 -0.422
H2 1.499 -0.579 -1.419
H3 -1.498 1.142 0.878
H4 0.131 1.715 0.559
H5 -0.091 0.624 1.887

- multiplicity = 1
- ΔE to the lowest compared entry with this formula, charge and spin (kJ/mol) = 341.90

Entry 2:
Here is a single C4H5NS2 molecule from the OMol25 dataset. Energies are from the ωB97M-V functional and the def2-TZVPD basis.

CARTESIAN COORDINATES (ANGSTROEM)
C1 -1.466 -2.445 -0.270
C2 -1.450 -1.119 -0.172
N1 -0.296 -0.407 0.014
C3 -0.355 0.836 -0.020
C4 0.852 1.774 -0.109
S1 -1.939 1.724 0.143
S2 -2.972 -0.071 0.067
H1 -2.438 -2.798 -0.210
H2 -0.722 -3.090 -0.558
H3 1.053 2.328 0.830
H4 0.504 2.605 -0.801
H5 1.779 1.267 -0.625

- multiplicity = 1
- SMILES = C=C1N=C(C)SS1
- ΔE to the lowest compared entry with this formula, charge and spin (kJ/mol) = 133.55

Entry 3:
Here is a single C4H5NS2 molecule from the OMol25 dataset. Energies are from the ωB97M-V functional and the def2-TZVPD basis.

CARTESIAN COORDINATES (ANGSTROEM)
S1 3.279 0.144 0.152
C1 1.698 0.189 -0.076
N1 0.801 -0.714 -0.508
C2 -0.526 -0.544 -0.432
C3 -1.142 -0.122 0.849
C4 -0.835 0.950 -0.207
S2 0.835 1.773 -0.109
H1 0.973 -1.705 -0.628
H2 -1.203 -0.993 -1.145
H3 -2.161 -0.307 1.351
H4 -0.142 -0.281 1.597
H5 -1.576 1.610 -0.843

- multiplicity = 1
- SMILES = S=C1N[C@H]2C[C@H]2S1
- ΔE to the lowest compared entry with this formula, charge and spin (kJ/mol) = 231.02

Entry 4:
Here is a molecular structure, C4H5NaO from the OMol25 dataset. Energies are from the ωB97M-V functional and the def2-TZVPD basis.

CARTESIAN COORDINATES (ANGSTROEM)
C1 -3.890 -0.792 0.131
C2 -3.287 0.006 1.021
C3 -0.256 1.326 -0.930
C4 0.804 0.839 -0.533
O1 1.854 0.333 -0.102
Na1 3.802 -1.082 -0.240
H1 -4.581 -0.385 -0.613
H2 -3.561 -1.823 -0.018
H3 -2.578 -0.393 1.751
H4 -3.574 1.058 1.122
H5 -1.066 1.831 -1.417

- electronic energy (eV) = -10690.7484
- multiplicity = 2
- charge = -1

Strongest force on any atom across the listed records, respectively: 4.17 2.94 5.73 0.91 eV/Å.